{"formula": "C20H15BrIN4O4PtS", "method": "ωB97M-V/def2-TZVPD", "symbols": ["Pt", "N", "C", "S", "N", "N", "C", "C", "C", "C", "C", "C", "C", "O", "H", "H", "H", "H", "H", "H", "H", "O", "C", "C", "C", "N", "C", "Br", "C", "H", "H", "H", "H", "I", "C", "C", "C", "C", "C", "C", "C", "O", "O", "H", "H", "H", "H"], "positions_angstrom": [[-0.08538, -0.08610, 0.38544], [-4.34536, -0.56789, 0.64709], [-3.05077, -0.28120, 0.78682], [-2.11329, -0.01196, -0.64694], [-2.58514, -0.18036, 2.02347], [-1.29501, 0.14703, 2.08063], [-0.79532, 0.39772, 3.26065], [0.39944, 1.12718, 3.43268], [0.96391, 1.26702, 4.71599], [2.01866, 2.10986, 4.92093], [2.53997, 2.89375, 3.85451], [2.02779, 2.80565, 2.59988], [0.95796, 1.89861, 2.33172], [0.49067, 1.82694, 1.14888], [-4.77598, -0.61016, -0.25942], [-4.91871, -0.66884, 1.46874], [-1.39855, 0.11293, 4.11646], [0.54973, 0.69367, 5.53483], [2.46099, 2.19538, 5.90346], [3.36273, 3.56788, 4.05232], [2.41356, 3.38273, 1.77201], [1.92973, -4.39933, -3.55500], [1.50043, -3.48415, -2.68891], [1.37195, -3.71071, -1.31948], [0.92956, -2.68492, -0.52529], [0.59692, -1.47533, -1.01629], [0.74278, -1.25951, -2.33621], [0.38498, 0.46700, -2.96965], [1.18238, -2.22544, -3.20415], [2.15489, -5.22689, -3.11040], [1.63367, -4.65805, -0.86939], [0.85377, -2.79114, 0.54815], [1.30041, -2.01971, -4.25687], [6.16564, 4.39864, -0.34109], [5.07078, 2.67945, 0.08287], [3.92219, 2.39643, -0.64475], [3.16788, 1.27866, -0.32754], [3.56503, 0.42465, 0.68977], [4.74427, 0.69134, 1.37983], [5.48855, 1.82310, 1.09403], [2.80923, -0.80435, 1.09413], [3.36642, -1.86781, 1.22669], [1.52859, -0.68727, 1.46528], [3.61394, 3.04985, -1.44942], [2.26928, 1.07987, -0.89532], [5.07406, 0.00109, 2.14529], [6.39509, 2.03078, 1.64558]], "homo_lumo_gap_ev": [4.8, 4.8], "e_homo_ev": [-10.91, -10.91], "total_charge": 1, "relative_energy_ev": 1.704, "e_lumo_ev": [-6.076, -6.075]}

{"formula": "C20H15Cl2N3O4S", "method": "ωB97M-V/def2-TZVPD", "symbols": ["C", "C", "C", "C", "C", "O", "N", "N", "C", "O", "C", "C", "C", "C", "C", "O", "C", "C", "C", "Cl", "C", "C", "C", "Cl", "O", "C", "C", "N", "C", "S", "H", "H", "H", "H", "H", "H", "H", "H", "H", "H", "H", "H", "H", "H", "H"], "positions_angstrom": [[-8.98849, -1.41202, -0.54977], [-7.62408, -0.83994, -0.41609], [-6.43907, -1.41113, -0.73802], [-5.32968, -0.56638, -0.47028], [-3.93768, -0.82074, -0.67063], [-3.39667, -1.79629, -1.16251], [-3.12220, 0.25272, -0.23544], [-1.75818, 0.01248, -0.39634], [-0.94044, -0.13652, 0.71125], [-1.23834, 0.25817, 1.81509], [0.35490, -0.74222, 0.37716], [0.84505, -1.34911, -0.75588], [2.15174, -1.77093, -0.44457], [2.37092, -1.39402, 0.85400], [3.57214, -1.55382, 1.73330], [4.78008, -1.53291, 1.00813], [5.12952, -0.40287, 0.34385], [4.41935, 0.79098, 0.36392], [4.88030, 1.87977, -0.36228], [3.96684, 3.34252, -0.32593], [6.04236, 1.81231, -1.10944], [6.75680, 0.62598, -1.12838], [6.30741, -0.46820, -0.41487], [7.18788, -1.94772, -0.44324], [1.29444, -0.77326, 1.34976], [-3.60084, 1.44588, 0.22846], [-2.63976, 2.53282, 0.54433], [-4.86701, 1.65832, 0.38204], [-5.70829, 0.66175, 0.06196], [-7.42228, 0.77740, 0.23005], [-9.60170, -0.79119, -1.20185], [-8.93202, -2.41429, -0.96666], [-9.47974, -1.45981, 0.42132], [-6.33232, -2.39794, -1.14973], [-1.64449, -0.67907, -1.13910], [0.34510, -1.48968, -1.69226], [2.83995, -2.28106, -1.08625], [3.56251, -2.53813, 2.21485], [3.55610, -0.78451, 2.51670], [3.51155, 0.89407, 0.93450], [6.38480, 2.66816, -1.66715], [7.66615, 0.54647, -1.70174], [-3.19334, 3.45499, 0.68698], [-1.91358, 2.64444, -0.25909], [-2.09991, 2.29185, 1.45985]], "homo_lumo_gap_ev": 8.6, "e_homo_ev": -8.34, "relative_energy_ev": 0.378, "e_lumo_ev": 0.262, "smiles": "Cc1cc2c(=O)n(NC(=O)c3ccc(COc4cc(Cl)ccc4Cl)o3)c(C)nc2s1"}

{"formula": "C20H15ClF6N4O3", "method": "ωB97M-V/def2-TZVPD", "symbols": ["C", "C", "N", "C", "Cl", "N", "N", "C", "C", "C", "O", "C", "C", "C", "F", "F", "F", "C", "C", "O", "N", "C", "C", "F", "C", "C", "C", "C", "F", "C", "C", "F", "C", "O", "H", "H", "H", "H", "H", "H", "H", "H", "H", "H", "H", "H", "H", "H", "H"], "positions_angstrom": [[5.09024, 0.63512, 5.29261], [4.17667, 1.77804, 4.88400], [2.89198, 1.20210, 4.49311], [1.94719, 0.58447, 5.31834], [2.02068, 0.47365, 7.08794], [0.94950, 0.13945, 4.61399], [1.18329, 0.47613, 3.31517], [0.25397, 0.28784, 2.25449], [0.71253, -0.02470, 0.95031], [-0.16694, -0.15726, -0.13918], [0.31246, -0.38771, -1.39889], [1.05583, 0.71466, -1.93739], [2.45841, 0.13554, -2.26925], [0.40268, 1.50596, -3.14081], [-0.59820, 2.27692, -2.61863], [1.30994, 2.38927, -3.67390], [-0.02945, 0.70010, -4.14871], [-1.56752, -0.11917, 0.12552], [-2.61259, -0.33364, -0.91534], [-3.81106, -0.23113, -0.61807], [-2.27396, -0.89588, -2.12540], [-3.19341, -1.37019, -3.10470], [-4.20680, -0.61750, -3.65426], [-4.30872, 0.67959, -3.31178], [-5.08070, -1.09972, -4.61493], [-4.99278, -2.43662, -5.02281], [-3.93831, -3.23212, -4.50324], [-3.01801, -2.68105, -3.57641], [-2.00928, -3.42661, -3.04876], [-1.99002, 0.19748, 1.44999], [-1.10873, 0.41982, 2.51150], [-1.63799, 0.76809, 3.72875], [2.37912, 1.16713, 3.23947], [2.99649, 1.60313, 2.26768], [4.63674, -0.00009, 6.02458], [5.36174, 0.00234, 4.46366], [6.02397, 1.02952, 5.75145], [4.00929, 2.51815, 5.67549], [4.64763, 2.33201, 4.02602], [1.77546, -0.22082, 0.75926], [1.16382, 1.51986, -1.19701], [2.45894, -0.59455, -3.08628], [2.99170, -0.28911, -1.39465], [3.02867, 0.99658, -2.69992], [-1.32832, -1.24457, -2.18219], [-5.81949, -0.40345, -4.98891], [-5.68741, -2.81328, -5.76733], [-3.77950, -4.26233, -4.77626], [-3.07972, 0.30855, 1.68166]], "homo_lumo_gap_ev": 8.8, "e_homo_ev": -8.91, "relative_energy_ev": 0.182, "e_lumo_ev": -0.127, "smiles": "CCn1c(Cl)nn(-c2cc(O[C@@H](C)C(F)(F)F)c(C(=O)Nc3c(F)cccc3F)cc2F)c1=O"}

{"formula": "C20H15F3NO5S", "method": "ωB97M-V/def2-TZVPD", "symbols": ["C", "C", "O", "C", "C", "C", "C", "C", "C", "C", "C", "C", "O", "O", "H", "H", "H", "H", "H", "H", "H", "H", "H", "H", "H", "F", "C", "F", "F", "S", "N", "C", "O", "C", "C", "C", "C", "C", "C", "C", "O", "H", "H", "H", "H"], "positions_angstrom": [[6.51714, -0.57159, -2.29706], [5.72008, 0.70075, -2.27084], [4.37856, 0.35217, -2.71602], [3.42383, 1.00864, -2.03086], [2.10640, 0.17185, -2.15712], [0.90325, 1.05211, -1.73022], [-0.43207, 0.41932, -1.55894], [-0.71308, -0.94703, -1.63254], [-2.03810, -1.38128, -1.67575], [-3.07993, -0.44892, -1.72224], [-2.80559, 0.91816, -1.57054], [-1.49414, 1.33985, -1.45013], [1.05096, 2.25915, -1.63566], [3.60998, 2.03680, -1.42482], [7.56678, -0.34014, -2.11236], [6.14207, -1.23655, -1.50926], [6.42848, -1.09336, -3.25570], [5.65145, 1.08410, -1.24760], [6.08672, 1.48166, -2.95141], [2.01763, -0.03620, -3.24731], [0.11155, -1.66884, -1.66076], [-2.23802, -2.45571, -1.69624], [-4.10861, -0.78381, -1.85507], [-3.59288, 1.67105, -1.54883], [-1.26377, 2.39495, -1.30919], [3.96942, -0.58295, 0.36416], [2.64887, -0.94028, 0.25834], [2.44504, -2.02474, 1.04409], [1.87306, 0.07743, 0.70345], [2.30766, -1.40900, -1.46455], [-1.46502, 0.15046, 1.43067], [-2.22125, 1.20903, 1.90018], [-2.16426, 2.38924, 1.55158], [-3.22135, 0.65737, 2.87396], [-3.01149, -0.69908, 2.95670], [-3.82537, -1.52406, 3.73009], [-4.92711, -0.92712, 4.36516], [-5.15820, 0.46095, 4.25812], [-4.28673, 1.27616, 3.51672], [-1.86069, -1.02765, 2.03686], [-1.41654, -2.15840, 1.83416], [-3.60234, -2.58799, 3.80222], [-5.61922, -1.53727, 4.93831], [-6.01580, 0.91579, 4.74952], [-4.39735, 2.35496, 3.41670]], "homo_lumo_gap_ev": 7.2, "e_homo_ev": -4.81, "total_charge": -1, "e_lumo_ev": 2.428}

{"formula": "C20H15FN7O4V", "method": "ωB97M-V/def2-TZVPD", "symbols": ["V", "N", "C", "N", "C", "N", "N", "C", "C", "C", "C", "C", "C", "N", "C", "C", "C", "C", "C", "C", "H", "H", "H", "H", "H", "H", "H", "H", "H", "H", "H", "F", "C", "C", "N", "C", "C", "O", "O", "C", "O", "N", "C", "O", "H", "H", "H", "H"], "positions_angstrom": [[-0.08241, -0.09138, -0.17459], [3.96091, 0.81674, -1.37267], [2.65008, 0.80895, -1.19036], [2.04065, 0.17642, -0.23836], [2.77227, -0.71861, 0.54636], [2.20401, -1.49978, 1.45502], [0.81422, -1.12316, 1.53979], [0.30716, -1.00050, 2.72542], [-0.90520, -0.13401, 2.78862], [-1.97161, -0.25358, 3.71359], [-3.05816, 0.60442, 3.55437], [-3.10001, 1.46149, 2.49025], [-1.97573, 1.55000, 1.69284], [-0.92898, 0.69101, 1.69458], [4.23400, -0.79467, 0.32044], [5.08800, -1.49633, 1.21549], [6.42654, -1.54443, 0.95363], [6.94191, -0.88215, -0.17243], [6.13425, -0.07621, -0.96247], [4.79168, -0.03123, -0.65436], [4.31709, 1.33721, -2.16685], [2.06048, 1.39005, -1.88255], [0.81151, -1.43477, 3.56389], [-1.94617, -1.04255, 4.45225], [-3.91622, 0.54460, 4.21225], [-3.96605, 2.15065, 2.39491], [-1.91231, 2.25203, 0.88084], [4.62672, -2.08732, 2.00873], [7.02796, -2.11944, 1.60681], [7.99672, -0.98061, -0.44986], [6.53305, 0.50034, -1.75440], [-6.77474, 1.09604, -2.32059], [-5.61105, 0.54020, -1.96736], [-4.47801, 0.67163, -2.72252], [-3.20970, 0.26560, -2.32763], [-2.09835, 0.31439, -3.28221], [-0.76076, 0.28429, -2.50677], [-0.12186, -0.75135, -2.42606], [-0.47582, 1.30490, -1.76500], [-3.08457, -0.33725, -1.09251], [-2.03131, -0.60769, -0.51661], [-4.24865, -0.48927, -0.40416], [-5.56308, -0.09728, -0.66994], [-6.41821, -0.26658, 0.12397], [-4.60722, 1.14748, -3.70811], [-2.17680, 1.28587, -3.76867], [-2.14904, -0.50546, -4.01755], [-4.16713, -0.82869, 0.58050]], "spin_multiplicity": 4, "homo_lumo_gap_ev": [7.2, 7.9], "e_homo_ev": [-10.58, -11.49], "total_charge": 1, "relative_energy_ev": 0.000, "s2": 3.762, "e_lumo_ev": [-3.398, -3.602]}

- What is the formula in the first record?
  C20H15BrIN4O4PtS